(1)
Here is 2 unconnected molecules or ions with the total composition BrClFNO in a non-equilibrium geometry from OMol25. Energies are from ωB97M-V/def2-TZVPD.

spin multiplicity	1
energy above the lowest of the compared OMol25 structures with the same formula, charge and spin	102.56	kcal/mol
total energy	-3263.782439	a.u.
frontier orbital gap (alpha / beta)	8.0 / 7.1	eV
E_HOMO (alpha / beta)	-10.00 / -9.49	eV

```
5
BrClFNO ωB97M-V/def2-TZVPD
O -0.8925 -0.6311 -0.4857
Cl -2.0592 0.0278 0.3166
N 1.0457 -0.3023 0.2837
Br 1.4380 0.3533 -1.2742
F 0.4679 0.5524 1.1596
```

***

(2)
Here is 2 unconnected molecules or ions with the total composition BrClHOP in a non-equilibrium geometry from OMol25. Energies are from ωB97M-V/def2-TZVPD.

spin multiplicity	1
energy above the lowest of the compared OMol25 structures with the same formula, charge and spin	38.43	kcal/mol
total energy	-3451.403458	a.u.
frontier orbital gap	8.6	eV
E_HOMO	-9.64	eV

```
5
BrClHOP ωB97M-V/def2-TZVPD
O 0.9039 0.1428 0.7108
H 1.7834 0.0388 -0.2848
Br -1.1446 -1.8277 -0.2057
P -0.5808 0.1898 0.6631
Cl -0.9619 1.4563 -0.8833
```

***

(3)
Here is 2 unconnected molecules or ions with the total composition BrClO2P in a non-equilibrium geometry from OMol25. Energies are from ωB97M-V/def2-TZVPD.

spin multiplicity	1
energy above the lowest of the compared OMol25 structures with the same formula, charge and spin	130.52	kcal/mol
total charge	-1
total energy	-3526.030383	a.u.
frontier orbital gap (alpha / beta)	6.4 / 7.8	eV
E_HOMO (alpha / beta)	-4.63 / -4.50	eV

```
5
BrClO2P ωB97M-V/def2-TZVPD
O -0.6065 -1.5454 -0.3066
P -0.1710 -0.2051 -0.0687
Cl -1.6908 0.9204 0.7405
Br 1.2114 -0.2600 1.8261
O 1.2569 1.0901 -2.1913
```

***

(4)
Here is BrFHP in the gas phase in a non-equilibrium geometry from OMol25. Energies are from ωB97M-V/def2-TZVPD.

spin multiplicity	1
energy above the lowest of the compared OMol25 structures with the same formula, charge and spin	3.72	kcal/mol
SMILES string	FPBr
total energy	-3015.855969	a.u.
frontier orbital gap	10.4	eV
E_HOMO	-10.08	eV

```
4
BrFHP ωB97M-V/def2-TZVPD
Br -1.6308 -0.8154 -0.1013
F 0.3052 1.2997 -0.4326
P 0.1551 0.0965 0.6965
H 1.1704 -0.5808 -0.1626
```

***

(5)
Here is BrFS in the gas phase in a non-equilibrium geometry from OMol25. Energies are from ωB97M-V/def2-TZVPD.

spin multiplicity	1
energy above the lowest of the compared OMol25 structures with the same formula, charge and spin	1.15	kcal/mol
SMILES string	FSBr
total energy	-3072.000285	a.u.
frontier orbital gap	8.0	eV
E_HOMO	-10.04	eV

```
3
BrFS ωB97M-V/def2-TZVPD
S -0.1615 -0.7605 0.0019
F -1.6102 0.5330 -0.0015
Br 1.7717 0.2275 -0.0005
```

***

(6)
Here is 6 unconnected molecules or ions with the total composition BrH10O5 in a non-equilibrium geometry from OMol25. Energies are from ωB97M-V/def2-TZVPD.

spin multiplicity	1
energy above the lowest of the compared OMol25 structures with the same formula, charge and spin	22.80	kcal/mol
total charge	-1
total energy	-2956.304631	a.u.
frontier orbital gap	8.9	eV
E_HOMO	-5.45	eV

```
16
BrH10O5 ωB97M-V/def2-TZVPD
O 2.4543 0.7301 -1.4322
O -3.7617 0.4441 -1.1322
H -3.9407 0.0711 -1.9892
H -2.8327 0.1941 -0.9692
H 1.4783 0.7231 -1.2632
H 0.0523 3.4141 -0.6082
H -0.1397 -0.1619 2.4188
H 1.2633 -0.2059 2.9768
H 2.4433 -0.2849 -1.6662
H 0.3813 -2.5169 0.4328
O 0.6963 -3.1809 -0.1702
H 0.9483 -3.9729 0.3678
O 0.2693 -0.4439 3.1958
H 0.5793 2.1041 0.0728
Br -0.6017 0.0611 -0.0572
O 0.7103 3.0251 -0.1762
```

***

(7)
Here is 6 unconnected molecules or ions with the total composition BrH10O5 from OMol25. Energies are from ωB97M-V/def2-TZVPD.

spin multiplicity	2
energy above the lowest of the compared OMol25 structures with the same formula, charge and spin	2.82	kcal/mol
total energy	-2956.135236	a.u.
frontier orbital gap (alpha / beta)	11.4 / 5.9	eV
E_HOMO (alpha / beta)	-11.52 / -11.50	eV

```
16
BrH10O5 ωB97M-V/def2-TZVPD
H -0.5269 2.3503 2.6318
O 0.2036 0.4234 -3.2686
H -1.1402 0.7867 -0.4972
H 2.9061 -1.2312 -0.4502
H -1.3362 -1.4914 1.3108
H 2.9796 -2.7433 -0.4481
H -0.5390 0.7300 -2.7481
O -1.9012 -1.9832 1.9067
O 3.3454 -1.9683 -0.8744
O -1.8442 0.9032 -1.1352
H 0.7895 0.0135 -2.6323
H -2.4014 -1.3124 2.3715
H -2.2911 1.7024 -0.8561
O 0.4213 2.3662 2.5022
H 0.5906 1.6570 1.8820
Br 0.7441 -0.2030 0.3052
```

***

(8)
Here is 8 unconnected molecules or ions with the total composition BrH14O7 in a non-equilibrium geometry from OMol25. Energies are from ωB97M-V/def2-TZVPD.

spin multiplicity	1
energy above the lowest of the compared OMol25 structures with the same formula, charge and spin	16.34	kcal/mol
total charge	-1
total energy	-3109.217532	a.u.
frontier orbital gap	9.3	eV
E_HOMO	-6.28	eV

```
22
BrH14O7 ωB97M-V/def2-TZVPD
H 2.5574 2.2015 0.9897
H 0.0948 -0.7799 2.3169
H -1.5720 -2.1605 -2.7212
H -1.0070 1.7557 -0.5415
O -1.8253 -2.6462 -1.9363
O -2.9717 -1.1264 2.2628
H 2.2029 -0.6165 -0.3705
Br -0.1000 -0.2430 -0.0411
H 0.6673 0.8941 -3.5481
H -1.4116 -2.1708 -1.2159
O 1.7017 2.0021 1.3695
H 1.4676 1.1507 1.0001
H 3.6599 -0.2066 -0.4019
H -3.6711 -0.5370 2.5453
H -2.3193 -0.5507 1.8639
O 3.0791 -0.9503 -0.5629
O 0.5640 -1.1533 3.0630
H 0.1798 -0.2802 -2.7263
O 0.2853 0.0202 -3.6290
H -1.0643 3.2589 -0.3711
H 0.9494 -0.3977 3.5066
O -1.4668 2.5358 -0.8520
```

***

(9)
Here is 9 unconnected molecules or ions with the total composition BrH16O8 from OMol25. Energies are from ωB97M-V/def2-TZVPD.

spin multiplicity	1
energy above the lowest of the compared OMol25 structures with the same formula, charge and spin	6.04	kcal/mol
total charge	-1
total energy	-3185.665716	a.u.
frontier orbital gap	9.5	eV
E_HOMO	-6.40	eV

```
25
BrH16O8 ωB97M-V/def2-TZVPD
O 1.0822 3.0127 -2.0256
H -1.5596 0.8116 -3.6853
H -0.8927 -3.6419 -1.5766
H -1.0022 -0.4377 2.2524
H 0.2315 1.3726 3.1878
O -2.7118 2.4649 -0.3267
Br 0.0568 0.1891 -0.1031
H 1.9104 -3.4704 0.4739
O 3.0988 -1.0177 1.4605
H -1.8794 1.9969 -0.4968
O -1.6010 0.0678 -3.0744
H -2.3254 -0.3266 3.0227
H -1.2301 0.4164 -2.2425
H 1.2725 1.5815 2.0848
H 2.2336 -0.6509 1.2130
H 0.6566 2.3414 -1.4668
H -3.0311 2.0716 0.4907
O 1.4035 -3.0552 -0.2318
H 3.6641 -0.8052 0.7112
H -0.6047 -2.1660 -1.3784
H 1.6075 2.4989 -2.6468
H 1.1270 -2.2018 0.1474
O -1.4135 -0.0208 3.0305
O 1.1109 1.7406 3.0260
O -1.2036 -2.7719 -1.8460
```

***

(10)
Here is a molecular structure, BrH18O9 in a non-equilibrium geometry from OMol25. Energies are from ωB97M-V/def2-TZVPD.

spin multiplicity	1
energy above the lowest of the compared OMol25 structures with the same formula, charge and spin	71.48	kcal/mol
total charge	-1
total energy	-3262.011578	a.u.
frontier orbital gap	9.7	eV
E_HOMO	-6.76	eV

```
28
BrH18O9 ωB97M-V/def2-TZVPD
H -1.8758 -2.9305 -1.7399
H 0.2772 -0.1185 3.7301
O 0.3312 -1.0315 3.3561
H 1.1972 1.1845 1.3381
H -1.2978 0.8375 -1.9769
O 1.1592 1.4295 -2.3929
H 1.2592 -1.9445 -0.0409
O -1.7578 2.5875 -0.4179
H 0.9952 0.8925 -1.6629
O -3.4258 -0.1565 0.5351
H -1.5028 3.3635 -0.9959
Br 0.0552 0.0715 0.1001
O 1.3672 2.0015 1.6921
H -1.2438 1.9445 -0.5429
H 2.3612 1.9105 1.7251
H -2.4608 -0.2935 0.6741
O -2.1168 0.8495 -2.4629
H -1.4858 -2.0435 -0.5019
H 1.4132 -3.6495 0.1491
H -2.6348 0.9385 -1.6419
O -1.5178 -2.9135 -0.7659
O 1.8102 -2.8425 -0.0619
O 3.8692 -0.4915 0.2041
H 1.9212 2.0085 -2.1199
H 0.3032 -0.8395 2.3711
H 3.8822 0.2545 -0.3259
H -3.7818 -0.6125 1.3571
H 2.9002 -0.4075 0.4191
```

***

(11)
Here is a molecular structure, BrH2NOS2 in a non-equilibrium geometry from OMol25. Energies are from ωB97M-V/def2-TZVPD.

spin multiplicity	1
energy above the lowest of the compared OMol25 structures with the same formula, charge and spin	18.51	kcal/mol
total energy	-3501.480286	a.u.
frontier orbital gap	9.5	eV
E_HOMO	-9.79	eV

```
7
BrH2NOS2 ωB97M-V/def2-TZVPD
O 0.2284 1.7912 -0.4546
S 2.2497 -0.2395 0.3518
Br -2.1739 -0.3179 -0.0355
H 0.0326 -0.3189 -1.5485
H -0.3547 -1.0976 1.2441
S 0.5463 0.4019 -0.3638
N -0.5284 -0.2193 0.8065
```

***

(12)
Here is a molecular structure, BrH2NOS2 in a non-equilibrium geometry from OMol25. Energies are from ωB97M-V/def2-TZVPD.

spin multiplicity	1
energy above the lowest of the compared OMol25 structures with the same formula, charge and spin	37.04	kcal/mol
total energy	-3501.450755	a.u.
frontier orbital gap	9.2	eV
E_HOMO	-9.69	eV

```
7
BrH2NOS2 ωB97M-V/def2-TZVPD
Br -2.3352 0.6430 -0.3546
O 0.1438 -1.8628 0.2437
H 0.4691 1.1058 -1.1205
N -0.8968 0.4589 0.7171
H 0.8802 -0.0738 1.4525
S 1.4863 0.1910 -1.2940
S 0.2526 -0.4622 0.3559
```